[1]
The following is a quantum chemistry calculation of 9 unconnected molecules or ions with the total composition C66H89ClF3N9O5S2, from the OMol25 dataset.

Calculated values
HOMO-LUMO gap	9.069	eV
SMILES	CC[C@@H](C)[C@H](CCCS)O[C@@](S)(CCCCN)[C@H](COC(F)(F)F)O[C@@H](CCCCOC(C)=O)[C@@H](Cl)CC.c1ccncc1.c1ccncc1.c1ccncc1.c1ccncc1.c1ccncc1.c1ccncc1.c1ccncc1.c1ccncc1

Atoms and positions in Å:
C1 3.7077 -2.9624 0.4226
C2 4.2733 -1.4426 0.4815
C3 3.0662 -0.4046 0.6459
C4 3.4971 0.9527 1.4358
C5 2.2777 -0.0693 -0.7277
C6 3.2194 -0.0161 -2.0268
C7 3.4563 -1.4289 -2.7433
C8 2.1261 -2.1870 -3.2185
S1 1.1109 -1.2885 -4.4829
O1 1.6976 1.2494 -0.5697
C9 0.2676 1.2309 -0.4229
S2 -0.3237 0.1199 0.9926
C10 -0.1387 2.7468 0.0490
C11 -1.4264 2.8160 0.9968
C12 -1.9362 4.3696 0.9490
C13 -3.0284 4.5356 -0.2428
N1 -2.4814 5.3628 -1.3904
C14 -0.5457 0.7343 -1.7202
C15 -0.5526 1.8163 -2.9289
O2 0.7626 1.9127 -3.5454
C16 1.1772 3.2426 -3.6950
F1 2.3487 3.1996 -4.5128
F2 1.6131 3.8325 -2.4670
F3 0.2610 4.0663 -4.3745
O3 -1.9259 0.5737 -1.3248
C17 -2.5462 -0.6001 -1.8906
C18 -3.4612 -1.2364 -0.6965
C19 -2.7048 -2.4669 0.0309
C20 -3.6850 -3.7003 0.3900
C21 -3.2896 -4.9983 -0.4819
O4 -1.9430 -5.5064 -0.1244
C22 -1.3928 -5.9164 -1.3927
C23 -0.0600 -5.2228 -1.9818
O5 -1.9702 -6.8320 -2.0377
C24 -3.5995 -0.2349 -3.0742
Cl1 -4.3036 -1.7721 -3.8497
C25 -4.7611 0.7277 -2.4889
C26 -5.6170 1.4183 -3.6746
H1 2.6439 -3.0103 -0.0211
H2 4.3836 -3.6448 -0.2183
H3 3.6967 -3.4417 1.4705
H4 5.0156 -1.2021 -0.3466
H5 4.8762 -1.3906 1.4670
H6 2.3048 -0.9131 1.3518
H7 4.1102 0.6930 2.3760
H8 2.5219 1.4217 1.8394
H9 4.0151 1.7117 0.7644
H10 1.5326 -0.9152 -0.8903
H11 2.8948 0.7348 -2.8175
H12 4.2552 0.3399 -1.6541
H13 4.0580 -1.2038 -3.7057
H14 4.1180 -2.1566 -2.1482
H15 1.5263 -2.5213 -2.2943
H16 2.4773 -3.1712 -3.7122
H17 1.9350 -0.3501 -5.1098
H18 -0.0065 0.7403 2.1991
H19 -0.1814 3.4811 -0.8195
H20 0.7563 3.0810 0.7006
H21 -2.3115 2.1879 0.6573
H22 -1.2093 2.6149 2.1050
H23 -1.0492 5.0173 0.6447
H24 -2.3609 4.7074 1.9673
H25 -3.3278 3.5258 -0.6864
H26 -3.9695 5.0845 0.1371
H27 -2.4926 4.7315 -2.2101
H28 -3.1381 6.1222 -1.6356
H29 -0.0592 -0.2043 -2.1561
H30 -1.0254 2.8109 -2.6428
H31 -1.2485 1.3554 -3.7286
H32 -1.8315 -1.4331 -2.1944
H33 -3.6507 -0.4157 0.0799
H34 -4.4587 -1.6366 -1.0711
H35 -2.2431 -2.1118 1.0125
H36 -1.8610 -2.8942 -0.6073
H37 -4.7841 -3.4155 0.2163
H38 -3.5974 -4.0201 1.4935
H39 -4.0072 -5.8677 -0.3018
H40 -3.2810 -4.6431 -1.5782
H41 -0.0776 -5.2827 -3.1174
H42 0.8480 -5.7695 -1.5301
H43 -0.0014 -4.1299 -1.6184
H44 -3.1235 0.3427 -3.9327
H45 -5.5143 0.1541 -1.8464
H46 -4.3283 1.5916 -1.8601
H47 -5.0804 1.2174 -4.6648
H48 -5.7713 2.5431 -3.5102
H49 -6.6710 0.9696 -3.7524
C27 1.4987 1.6264 -9.5600
C28 0.9678 1.9849 -8.3298
C29 1.4370 1.3359 -7.1996
N2 2.3753 0.3752 -7.2244
C30 2.8708 0.0464 -8.4276
C31 2.4708 0.6379 -9.6145
H50 1.1582 2.1123 -10.4678
H51 0.2070 2.7513 -8.2502
H52 1.0548 1.5834 -6.2143
H53 3.6252 -0.7337 -8.4189
H54 2.9074 0.3336 -10.5574
C32 -4.7025 -8.6639 2.4408
C33 -4.7867 -8.6977 3.8252
C34 -4.0130 -7.8063 4.5509
N3 -3.1818 -6.9121 3.9929
C35 -3.1178 -6.9011 2.6518
C36 -3.8527 -7.7480 1.8374
H55 -5.2932 -9.3448 1.8378
H56 -5.4387 -9.4001 4.3294
H57 -4.0464 -7.7919 5.6354
H58 -2.4369 -6.1706 2.2277
H59 -3.7626 -7.6936 0.7597
C37 0.8938 6.9760 -0.0567
C38 1.7883 6.1069 -0.6646
C39 3.1274 6.1975 -0.3193
N4 3.6126 7.0809 0.5679
C40 2.7263 7.9110 1.1399
C41 1.3681 7.8980 0.8657
H60 -0.1631 6.9350 -0.2998
H61 1.4527 5.3757 -1.3895
H62 3.8648 5.5376 -0.7649
H63 3.1458 8.6157 1.8510
H64 0.6983 8.5911 1.3598
C42 -4.2004 10.7137 0.1570
C43 -5.1413 9.7662 0.5324
C44 -5.0923 8.5195 -0.0697
N5 -4.1883 8.1738 -1.0003
C45 -3.2904 9.1100 -1.3464
C46 -3.2532 10.3829 -0.8010
H65 -4.2052 11.7007 0.6065
H66 -5.8956 9.9904 1.2762
H67 -5.8046 7.7442 0.1929
H68 -2.5729 8.8051 -2.1016
H69 -2.5038 11.0974 -1.1173
C47 1.2834 -8.1421 2.4644
C48 0.3593 -7.1122 2.3631
C49 0.8269 -5.8367 2.0971
N6 2.1238 -5.5342 1.9336
C50 2.9982 -6.5469 2.0377
C51 2.6320 -7.8581 2.2982
H70 0.9564 -9.1556 2.6705
H71 -0.6999 -7.2955 2.4869
H72 0.1423 -4.9993 2.0054
H73 4.0403 -6.2737 1.9028
H74 3.3811 -8.6370 2.3695
C52 1.1864 0.3818 7.3365
C53 1.7353 -0.3530 6.2951
C54 1.5898 0.1296 5.0052
N7 0.9442 1.2675 4.7013
C55 0.4211 1.9584 5.7269
C56 0.5157 1.5622 7.0512
H75 1.2804 0.0375 8.3607
H76 2.2644 -1.2793 6.4813
H77 2.0042 -0.4074 4.1574
H78 -0.0961 2.8716 5.4531
H79 0.0764 2.1604 7.8387
C57 4.5823 -9.8870 -1.2312
C58 3.6544 -8.8607 -1.3308
C59 4.1174 -7.5821 -1.5975
N8 5.4139 -7.2762 -1.7618
C60 6.2908 -8.2869 -1.6586
C61 5.9291 -9.5989 -1.3986
H80 4.2592 -10.9016 -1.0248
H81 2.5955 -9.0493 -1.2047
H82 3.4306 -6.7465 -1.6879
H83 7.3317 -8.0109 -1.7936
H84 6.6806 -10.3753 -1.3280
C62 0.4287 7.3846 8.5113
C63 -0.4893 6.4152 8.8876
C64 -0.4201 5.1745 8.2749
N9 0.4823 4.8545 7.3336
C65 1.3575 5.8113 6.9870
C66 1.3736 7.0806 7.5423
H85 0.4079 8.3677 8.9687
H86 -1.2412 6.6181 9.6398
H87 -1.1144 4.3825 8.5378
H88 2.0739 5.5270 6.2229
H89 2.1055 7.8128 7.2249

***

[2]
The following is a quantum chemistry calculation of 13 unconnected molecules or ions with the total composition C67H170N10O22, from the OMol25 dataset.

Calculated values
energy relative to the best compared isomer or geometry (same formula, charge and spin)	175.2	kcal/mol
HOMO-LUMO gap	8.508	eV

Atoms and positions in Å:
C1 -4.4368 -6.4989 -3.1992
C2 -3.3422 -7.2433 -4.0334
C3 -3.8039 -7.5275 -5.4035
O1 -2.2013 -6.3856 -4.0991
H1 -4.6214 -5.5044 -3.6053
H2 -4.0144 -6.4070 -2.1986
H3 -5.4190 -6.9703 -3.1659
H4 -3.0941 -8.1631 -3.5039
H5 -3.0308 -8.0405 -5.9757
H6 -4.1057 -6.6364 -5.9540
H7 -4.7018 -8.1446 -5.4351
H8 -1.8318 -6.3470 -3.2139
C4 8.2792 -6.3438 2.4243
C5 9.5046 -5.4383 2.4844
C6 9.5547 -4.6617 1.1534
O2 9.3303 -4.5552 3.5330
H9 7.3562 -5.7662 2.3746
H10 8.2284 -6.8981 3.3614
H11 8.2541 -7.1092 1.6486
H12 10.4297 -5.9866 2.6621
H13 8.6696 -4.0761 0.9050
H14 9.7417 -5.3948 0.3687
H15 10.4109 -3.9900 1.2141
H16 8.7199 -3.8503 3.3046
C7 5.0244 -13.6835 2.7981
C8 4.0548 -13.9697 1.5988
C9 3.8011 -15.4784 1.4709
O3 2.8342 -13.3526 1.8621
H17 4.5488 -13.9011 3.7544
H18 5.3040 -12.6300 2.8002
H19 5.8660 -14.3719 2.7214
H20 4.4632 -13.6218 0.6499
H21 3.1344 -15.6217 0.6205
H22 3.2067 -15.8765 2.2933
H23 4.7103 -16.0686 1.3563
H24 2.3776 -13.8446 2.5484
C10 -0.2976 13.6188 -0.6618
O4 -1.2660 13.1640 0.3167
C11 -0.7041 12.2496 1.2199
C12 -1.7966 11.9962 2.2484
N1 -2.8032 11.0673 1.7160
C13 -3.8984 10.9388 2.6556
C14 -5.0706 10.2345 1.9852
O5 -5.7301 11.1854 1.1647
C15 -6.4307 10.6778 0.0370
H25 0.4552 14.1546 -0.0836
H26 -0.8053 14.1445 -1.4705
H27 0.2639 12.7926 -1.0979
H28 0.1790 12.6369 1.7280
H29 -0.3848 11.3733 0.6557
H30 -2.2550 12.9253 2.5872
H31 -1.3010 11.5505 3.1109
H32 -3.2790 11.5320 0.9559
H33 -4.2431 11.8641 3.1172
H34 -3.5093 10.3483 3.4851
H35 -5.8280 9.9450 2.7137
H36 -4.7305 9.3655 1.4219
H37 -6.8159 11.5328 -0.5186
H38 -7.2884 10.1298 0.4271
H39 -5.8086 10.0405 -0.5916
C16 -2.1560 11.6355 -9.9918
O6 -2.6715 11.2349 -8.7008
C17 -1.6580 10.9663 -7.7114
C18 -2.2714 10.8612 -6.3349
N2 -2.9267 12.1057 -5.8527
C19 -3.5187 11.9923 -4.5231
C20 -4.4535 13.2251 -4.2674
O7 -5.5261 13.1989 -5.3449
C21 -6.4271 14.2336 -5.2600
H40 -1.7314 12.6393 -9.9735
H41 -2.9677 11.5738 -10.7166
H42 -1.4323 10.9000 -10.3432
H43 -0.9920 11.8291 -7.7264
H44 -1.0988 10.0634 -7.9567
H45 -1.3976 10.6710 -5.7116
H46 -2.9521 10.0105 -6.3012
H47 -3.5487 12.3500 -6.6100
H48 -2.6906 11.8732 -3.8244
H49 -4.0015 11.0425 -4.2931
H50 -3.8423 14.1267 -4.2267
H51 -4.8499 13.1080 -3.2588
H52 -5.9397 15.2084 -5.2794
H53 -6.9921 14.1477 -4.3319
H54 -7.1033 14.0055 -6.0839
C22 7.2840 17.1364 0.8509
O8 7.9894 15.9419 0.9698
C23 8.5779 15.6882 2.2373
C24 9.3412 14.3849 2.2155
N3 8.5154 13.3122 1.7714
C25 7.8013 12.6389 2.8831
C26 7.1850 11.4699 2.1557
O9 6.5445 10.6298 3.1819
C27 5.9211 9.4804 2.6509
H55 7.9214 17.9914 1.0762
H56 6.4211 17.0871 1.5151
H57 6.9215 17.2810 -0.1669
H58 7.7816 15.6499 2.9806
H59 9.1697 16.5776 2.4536
H60 9.8527 14.0982 3.1344
H61 10.1535 14.4976 1.4974
H62 7.9443 13.9013 1.1823
H63 7.0099 13.2655 3.2943
H64 8.4491 12.2194 3.6528
H65 7.9983 10.9523 1.6469
H66 6.4041 11.7418 1.4455
H67 5.3267 8.9769 3.4133
H68 6.7114 8.7785 2.3847
H69 5.2892 9.7574 1.8071
C28 -3.8376 -2.3634 6.3964
O10 -3.2580 -2.9750 7.4981
C29 -2.6265 -1.9573 8.3282
C30 -1.5937 -2.6741 9.2288
N4 -0.5348 -3.4668 8.5627
C31 0.3337 -4.1188 9.5484
C32 1.4984 -4.9086 8.9536
O11 0.9113 -5.9433 8.1435
C33 1.8129 -6.7672 7.4705
H70 -4.6356 -1.6916 6.7126
H71 -4.3920 -3.0355 5.7414
H72 -3.0559 -1.8351 5.8507
H73 -3.3599 -1.4547 8.9586
H74 -2.1427 -1.1832 7.7325
H75 -2.1428 -3.2878 9.9429
H76 -1.0311 -1.9970 9.8716
H77 -1.0557 -4.2742 8.2514
H78 -0.2329 -4.7372 10.2446
H79 0.7644 -3.3620 10.2041
H80 2.0837 -5.2961 9.7875
H81 2.2030 -4.2269 8.4771
H82 1.3063 -7.4386 6.7772
H83 2.3635 -7.3566 8.2038
H84 2.5123 -6.2250 6.8341
C34 -1.7267 -14.3179 -4.2601
O12 -2.2815 -14.3477 -5.6272
C35 -3.3856 -15.2553 -5.6987
C36 -3.8496 -15.5059 -7.1508
N5 -5.2142 -16.0521 -7.1204
C37 -5.3304 -17.4662 -6.6668
C38 -4.6847 -18.4997 -7.6575
O13 -3.2217 -18.4317 -7.6515
C39 -2.6831 -19.5329 -8.3429
H85 -2.4494 -13.9944 -3.5110
H86 -0.8505 -13.6719 -4.2058
H87 -1.3384 -15.2574 -3.8668
H88 -4.2694 -14.8515 -5.2049
H89 -3.1556 -16.1544 -5.1270
H90 -3.1505 -16.1862 -7.6371
H91 -3.8571 -14.5480 -7.6708
H92 -5.6492 -15.8396 -8.0068
H93 -6.3601 -17.7254 -6.4208
H94 -4.9807 -17.6220 -5.6462
H95 -5.0196 -18.1942 -8.6488
H96 -5.1014 -19.4859 -7.4528
H97 -3.1630 -19.5703 -9.3209
H98 -2.7469 -20.4814 -7.8096
H99 -1.6383 -19.2844 -8.5290
C40 -5.2575 -8.2573 4.0893
O14 -6.5499 -8.6740 4.4269
C41 -7.4792 -7.5742 4.4460
C42 -8.9224 -7.9963 4.7889
N6 -9.7729 -6.8932 5.1885
C43 -11.1063 -7.3891 5.6507
C44 -11.9043 -8.3540 4.6917
O15 -11.4015 -9.6660 4.6909
C45 -11.8443 -10.3882 5.8410
H100 -4.8164 -7.4763 4.7087
H101 -5.3042 -7.8488 3.0798
H102 -4.5018 -9.0419 4.0524
H103 -7.5312 -7.1373 3.4487
H104 -7.0964 -6.8318 5.1462
H105 -8.8954 -8.7684 5.5578
H106 -9.3772 -8.5102 3.9420
H107 -9.3312 -6.5669 6.0362
H108 -11.6921 -6.4707 5.6908
H109 -11.1080 -7.7244 6.6879
H110 -11.7674 -7.9869 3.6745
H111 -12.9884 -8.3422 4.8046
H112 -11.2511 -11.3025 5.8573
H113 -12.9027 -10.6313 5.7472
H114 -11.6053 -9.8517 6.7592
C46 5.7622 -0.0420 -4.1557
O16 6.7528 0.5858 -3.3148
C47 8.0288 0.6037 -3.9337
C48 8.9730 1.6596 -3.2937
N7 8.4303 2.9894 -3.5537
C49 8.9603 4.1864 -2.8586
C50 8.1950 5.3966 -3.4153
O17 6.7711 5.1869 -3.4882
C51 6.1379 6.3056 -4.0667
H115 5.8151 -1.1307 -4.1551
H116 5.7863 0.2392 -5.2085
H117 4.7968 0.3395 -3.8234
H118 8.0284 0.6489 -5.0228
H119 8.4706 -0.3840 -3.8015
H120 9.9536 1.5682 -3.7608
H121 9.0700 1.3960 -2.2405
H122 7.4208 3.0186 -3.5409
H123 10.0304 4.2823 -3.0424
H124 8.7519 4.1472 -1.7894
H125 8.5778 5.5972 -4.4159
H126 8.3110 6.2450 -2.7409
H127 6.6950 7.2419 -4.0346
H128 5.3091 6.5251 -3.3936
H129 5.7858 6.0968 -5.0769
C52 -3.9915 2.7273 0.2399
O18 -4.2402 1.7084 -0.7426
C53 -5.3317 1.9937 -1.6581
C54 -5.0906 1.5831 -3.1772
N8 -3.9609 2.2061 -3.8182
C55 -3.8359 1.8369 -5.2566
C56 -2.5832 2.4577 -5.8691
O19 -1.3444 1.8314 -5.5139
C57 -0.1131 2.4319 -6.0388
H130 -3.8522 3.6784 -0.2740
H131 -3.1219 2.5288 0.8664
H132 -4.8631 2.7995 0.8904
H133 -5.5579 3.0556 -1.5622
H134 -6.2512 1.5022 -1.3402
H135 -5.9584 1.9504 -3.7251
H136 -4.9918 0.5011 -3.2635
H137 -3.0903 2.3291 -3.3212
H138 -4.7062 2.0825 -5.8653
H139 -3.5983 0.7758 -5.3316
H140 -2.5835 3.5399 -5.7391
H141 -2.6562 2.3871 -6.9544
H142 -0.0616 2.2995 -7.1195
H143 0.7528 1.9081 -5.6341
H144 -0.0657 3.5028 -5.8408
C58 0.0639 3.9502 -0.0277
O20 0.1683 2.5367 -0.2787
C59 1.3455 1.8896 0.1917
C60 1.1860 0.3513 -0.0890
N9 0.0864 -0.1082 0.7672
C61 -0.4518 -1.4749 0.3939
C62 0.4770 -2.6098 0.7587
O21 0.2143 -3.8335 0.1143
C63 1.1237 -4.8569 0.4090
H145 0.7977 4.4873 -0.6288
H146 0.2340 4.2007 1.0194
H147 -0.9178 4.3321 -0.3080
H148 1.4344 2.0632 1.2641
H149 2.1586 2.3602 -0.3609
H150 2.1637 -0.1122 0.0430
H151 0.9614 0.1491 -1.1363
H152 -0.6739 0.5540 0.7082
H153 -0.6795 -1.5244 -0.6709
H154 -1.4054 -1.6511 0.8914
H155 0.4672 -2.7215 1.8429
H156 1.4515 -2.2234 0.4599
H157 0.9210 -5.6805 -0.2756
H158 1.0482 -5.0576 1.4777
H159 2.1462 -4.5239 0.2307
C64 4.3080 0.5885 6.8786
C65 3.7818 0.3306 5.4642
C66 4.3983 -0.8643 4.7593
O22 5.7907 -0.6034 4.4587
C67 6.1405 0.4556 3.5737
N10 2.3599 0.1706 5.4993
H160 3.9286 1.5426 7.2445
H161 5.3835 0.7277 6.7688
H162 4.1347 -0.2033 7.6073
H163 3.9529 1.1864 4.8112
H164 3.9872 -0.9769 3.7561
H165 4.2775 -1.7404 5.3965
H166 7.0507 0.2151 3.0243
H167 6.3296 1.2296 4.3175
H168 5.3700 0.7516 2.8618
H169 2.0035 -0.0014 4.5701
H170 2.1697 -0.6593 6.0427

***

| no. | calculated total energy (eV) |
| --- | --- |
| 1 | -135871.9626 |
| 2 | -132162.7044 |